Density functional theory data (ωB97M-V with the def2-TZVPD basis set) for the ion C6H7F3N5 with charge +1 in a non-equilibrium geometry.

The frontier orbital gap is 8.5 eV. The highest occupied orbital energy comes out at -12.79 eV. As for the spin multiplicity: 1. As for the total energy: -21929.9539 eV. As for the SMILES: [H]/N=C(\n1nc(N)ccc1=[NH2+])C(F)(F)F. For the lowest unoccupied orbital energy, the calculation gives -0.1573 hartree. The total charge is +1.

Last column: Löwdin charge in e.
Geometry (Å):
1 H 2.72 -1.91 2.40  0.111
2 N 3.17 -1.43 1.68  0.336
3 C 2.87 -0.78 0.75  -0.098
4 N 1.22 -0.23 0.45  0.057
5 N 0.53 -1.14 -0.27  0.138
6 C -0.68 -0.88 -0.73  -0.342
7 N -1.45 -1.95 -1.13  0.144
8 C -1.17 0.45 -0.62  0.068
9 C -0.40 1.40 0.05  0.066
10 C 0.80 0.99 0.69  -0.375
11 N 1.53 1.80 1.37  0.193
12 C 3.74 -0.23 -0.34  -0.547
13 F 4.05 1.07 -0.23  0.150
14 F 4.93 -0.86 -0.41  0.179
15 F 3.14 -0.36 -1.56  0.147
16 H -2.38 -1.73 -1.37  0.079
17 H -1.06 -2.84 -1.55  0.161
18 H -2.06 0.86 -1.09  0.128
19 H -0.72 2.42 0.04  0.124
20 H 1.38 2.84 1.19  0.186
21 H 2.51 1.55 1.30  0.095